1.
C3H6OS2 | ωB97M-V with the def2-TZVPD basis set

Properties
DFT total energy ... -989.4423 Eh
LUMO ... 0.0242 Eh
SMILES string ... C1OCSCS1
Maximum force ... 0.0812 hartree/bohr
Energy above the lowest of the compared OMol25 structures with the same formula, charge and spin ... 54.1 kcal/mol
HOMO-LUMO gap ... 9.13 eV
HOMO level ... -8.474 eV

The geometry in XYZ format:
```
12
Properties=species:S:1:pos:R:3:forces:R:3
C -1.059106 0.958868 0.226369 -0.417 -0.852 1.567
C -0.033085 -1.608309 0.282848 -0.262 -2.505 1.180
C 1.093031 0.685187 -0.695760 1.811 1.487 3.457
H -1.376568 1.033493 1.290895 -0.858 0.234 -1.077
H -1.418363 1.751616 -0.450065 -0.369 -0.596 0.106
H -0.009734 -2.763259 0.010140 -0.174 2.533 0.113
H -0.052719 -1.640699 1.404436 -0.403 0.233 -0.963
H 0.497721 0.930036 -1.540306 0.045 -0.642 -1.381
H 2.042550 1.309338 -0.555480 -1.319 -0.611 -0.979
O 0.294354 1.064314 0.442179 -0.038 1.052 -0.574
S -1.599667 -0.841905 -0.363836 2.029 1.187 0.398
S 1.621583 -0.878679 -0.051416 -0.047 -1.518 -1.847
```
Positions in Å, forces in eV/Å.

These are the natural (NBO) partial charges, in e, on atoms 1 to 4: -0.138, -0.709, -0.251, 0.210

***

2.
C9H21FIO2P2Ru | ωB97M-V with the def2-TZVPD basis set

Properties
DFT total energy ... -1679.8941 Eh
LUMO (alpha / beta) ... -0.4850 / -0.5604 Eh
Maximum force ... 0.1622 hartree/bohr
Spin multiplicity ... 5
Energy above the lowest of the compared OMol25 structures with the same formula, charge and spin ... 0.0 kcal/mol
HOMO-LUMO gap (alpha / beta) ... 6.75 / 6.33 eV
HOMO level (alpha / beta) ... -19.949 / -21.576 eV
Total charge ... +3

The geometry in XYZ format:
```
37
Properties=species:S:1:pos:R:3:forces:R:3
C 0.133132 -1.022473 -2.451196 0.322 -0.593 -1.139
C 0.182678 0.179148 -1.583407 0.141 3.028 -2.908
H 0.369805 -0.701259 -3.480843 -0.092 -0.094 0.349
H -0.878693 -1.444031 -2.458714 0.141 0.155 0.059
H 0.820774 -1.822925 -2.149043 -0.206 0.410 0.050
O 0.209341 1.330354 -2.019226 -0.097 -2.993 2.243
I -0.277085 -2.602355 0.541314 0.220 -0.188 0.485
Ru 0.162923 0.112309 0.439669 -2.765 -3.163 0.878
P 2.372691 -0.111195 0.238007 5.605 0.466 -0.309
C 3.212285 1.395393 0.877444 -0.818 0.265 0.160
C 3.208319 -1.430170 1.167396 -0.815 -0.486 0.485
H 4.271051 -1.500280 0.879960 -0.427 0.163 -0.034
H 4.279487 -0.147695 -1.302324 -0.494 0.008 0.217
H 2.705715 -2.385044 0.971089 0.337 -0.085 0.031
H 2.952404 -1.230605 -1.855792 0.251 0.313 0.056
H 2.858067 1.566764 1.905877 0.328 0.128 -0.230
H 3.124051 -1.226727 2.243155 0.101 -0.067 -0.189
C 3.185993 -0.249309 -1.415325 -0.914 -0.134 -0.522
H 4.306678 1.260211 0.870399 -0.417 -0.113 -0.040
H 2.803565 0.549567 -2.071748 0.354 -0.266 0.121
H 2.931782 2.252743 0.245030 0.237 -0.166 0.243
P -2.401208 0.242696 0.863973 -3.651 1.165 1.388
C -3.330048 1.774882 0.538774 0.658 0.382 0.445
C -2.702382 -0.432865 -0.846622 1.191 -0.593 -0.928
H -2.955595 -1.933722 1.709365 -0.230 -0.058 0.117
H -4.437392 -1.019717 1.330479 0.148 0.026 -0.111
H -3.500424 -0.644364 2.811863 -0.044 -0.115 -0.226
C -3.435338 -0.949882 1.762036 0.436 -0.003 0.179
H -2.267844 -1.431111 -0.918499 -0.316 -0.027 -0.312
H -3.785312 -0.494174 -0.991447 -0.026 0.132 0.364
H -4.360747 1.523659 0.245405 0.338 -0.027 0.056
H -2.839582 2.324448 -0.281001 -0.286 -0.109 0.198
H -2.266901 0.237925 -1.589307 -0.262 -0.117 -0.070
H -3.352338 2.419922 1.427611 -0.065 -0.190 -0.219
C 0.204831 1.889833 0.862379 -0.516 8.204 1.428
O 0.131418 3.013400 1.164957 0.517 -4.920 -1.231
F -1.636105 0.706658 2.318302 1.117 -0.340 -1.084
```
Positions in Å, forces in eV/Å.

These are the natural (NBO) partial charges, in e, on atoms 1 to 4: -0.781, 0.547, 0.319, 0.313

***

Q: Which of these has the highest energy above the lowest of the compared OMol25 structures with the same formula, charge and spin?
A: C3H6OS2

***

Q: Among the records above, which one has the lowest maximum force?
A: C3H6OS2